Version P
{
  "formula": "CH3ClN2O2",
  "method": "the ωB97M-V functional and the def2-TZVPD basis",
  "smiles": "[O-]/[N+](CCl)=N\\O",
  "orbital_gap_ev": [10.082, 10.081],
  "total_charge": 0,
  "species": ["C", "N", "N", "O", "O", "Cl", "H", "H", "H"],
  "positions_angstrom": [[-0.86, 0.07, 0.63], [1.16, -0.42, -0.40], [-0.10, -0.25, -0.57], [-0.82, -0.21, -1.60], [1.84, -0.73, -1.53], [-0.38, -0.81, 2.16], [-0.77, 1.07, 0.90], [-1.93, -0.11, 0.56], [2.76, -0.51, -1.21]]
}

Version Q
{
  "formula": "CH3ClN2O2",
  "method": "the ωB97M-V functional and the def2-TZVPD basis",
  "smiles": "C/N=[N+](/[O-])OCl",
  "orbital_gap_ev": 10.203,
  "total_charge": 0,
  "species": ["C", "N", "N", "O", "O", "Cl", "H", "H", "H"],
  "positions_angstrom": [[-1.03, -0.01, 0.77], [0.25, -0.54, 0.72], [1.07, -0.23, -0.10], [2.10, -0.75, -0.35], [0.51, 0.80, -1.05], [1.05, 0.22, -2.54], [-1.50, -0.42, 1.71], [-0.77, 0.96, 0.97], [-1.68, -0.03, -0.12]]
}

Stability check: which of them is most stable? version P.

Version P
{
  "formula": "C5H12N2",
  "method": "the ωB97M-V functional and the def2-TZVPD basis",
  "smiles": "C=CC[C@H](N)CN",
  "orbital_gap_ev": 10.266,
  "total_charge": 0,
  "species": ["N", "C", "C", "C", "C", "C", "N", "H", "H", "H", "H", "H", "H", "H", "H", "H", "H", "H", "H"],
  "positions_angstrom": [[-0.63, -1.26, 1.13], [-0.23, -0.82, -0.20], [-0.04, 0.70, -0.41], [-1.31, 1.44, -0.16], [-1.40, 2.73, 0.14], [0.99, -1.61, -0.64], [2.17, -1.44, 0.26], [-1.32, -0.66, 1.56], [0.15, -1.40, 1.76], [-1.06, -1.13, -0.85], [0.32, 0.86, -1.42], [0.74, 1.00, 0.31], [-2.20, 0.89, -0.46], [-0.54, 3.38, 0.23], [-2.41, 3.12, 0.27], [1.27, -1.42, -1.67], [0.73, -2.66, -0.59], [1.93, -0.79, 1.01], [2.86, -0.94, -0.29]]
}

Version Q
{
  "formula": "C5H12N2",
  "method": "the ωB97M-V functional and the def2-TZVPD basis",
  "smiles": "C=CC[C@H](N)CN",
  "orbital_gap_ev": 9.780,
  "total_charge": 0,
  "species": ["N", "C", "C", "C", "C", "C", "N", "H", "H", "H", "H", "H", "H", "H", "H", "H", "H", "H", "H"],
  "positions_angstrom": [[-0.39, 0.43, 1.75], [-0.61, 0.49, 0.29], [0.56, -0.08, -0.51], [1.86, 0.73, -0.34], [2.90, 0.63, -1.18], [-1.95, -0.15, -0.05], [-1.98, -1.61, 0.34], [0.52, 0.38, 2.19], [-1.12, -0.10, 2.18], [-0.70, 1.60, 0.17], [0.23, -0.25, -1.52], [0.65, -1.08, -0.02], [1.81, 1.57, 0.35], [3.00, 0.02, -2.06], [3.81, 1.32, -1.06], [-2.28, 0.06, -1.07], [-2.80, 0.21, 0.50], [-1.08, -2.05, 0.44], [-2.44, -2.14, -0.40]]
}

Stability check: which of them is most stable? version P.

Version P
{
  "formula": "C5H12N2",
  "method": "the ωB97M-V functional and the def2-TZVPD basis",
  "smiles": "C=NCC[C@H](C)N",
  "orbital_gap_ev": 10.005,
  "total_charge": 0,
  "species": ["C", "C", "C", "C", "C", "N", "N", "H", "H", "H", "H", "H", "H", "H", "H", "H", "H", "H", "H"],
  "positions_angstrom": [[-1.15, -0.59, 2.00], [-0.59, -0.19, 0.59], [0.93, -0.13, 0.56], [1.43, 0.37, -0.77], [0.32, 1.87, -2.10], [1.10, 1.78, -1.10], [-1.06, -1.20, -0.38], [-0.28, -0.95, 2.58], [-1.68, 0.22, 2.51], [-1.78, -1.46, 1.88], [-1.01, 0.78, 0.29], [1.30, -1.18, 0.56], [1.31, 0.32, 1.48], [1.35, -0.29, -1.63], [2.52, 0.41, -0.69], [-0.23, 0.99, -2.43], [0.10, 2.86, -2.48], [-0.57, -2.05, -0.62], [-2.00, -1.55, -0.23]]
}

Version Q
{
  "formula": "C5H12N2",
  "method": "the ωB97M-V functional and the def2-TZVPD basis",
  "smiles": "NC[C@@H]1CCCN1",
  "orbital_gap_ev": 9.476,
  "total_charge": 0,
  "species": ["N", "C", "C", "C", "C", "C", "N", "H", "H", "H", "H", "H", "H", "H", "H", "H", "H", "H", "H"],
  "positions_angstrom": [[-0.98, 0.80, 0.70], [0.11, 1.64, 1.33], [1.40, 0.87, 1.06], [1.18, -0.33, 0.11], [-0.23, 0.02, -0.37], [-0.92, -1.28, -0.65], [-0.60, -1.59, -2.02], [-1.85, 1.39, 0.56], [0.23, 2.60, 0.86], [-0.17, 1.77, 2.37], [1.78, 0.66, 2.04], [2.14, 1.54, 0.57], [1.75, -0.36, -0.72], [1.28, -1.19, 0.77], [-0.43, 0.71, -1.10], [-0.65, -2.23, -0.07], [-2.05, -1.16, -0.49], [0.27, -1.10, -2.27], [-0.49, -2.58, -2.16]]
}

Version R
{
  "formula": "C5H12N2",
  "method": "the ωB97M-V functional and the def2-TZVPD basis",
  "smiles": "C/C=C/N.C=NC",
  "orbital_gap_ev": 8.950,
  "total_charge": 0,
  "species": ["C", "C", "C", "N", "H", "H", "H", "H", "H", "H", "H", "C", "C", "N", "H", "H", "H", "H", "H"],
  "positions_angstrom": [[2.19, 1.99, -0.23], [2.05, 0.71, -1.02], [0.89, 0.39, -1.60], [0.66, -0.68, -2.46], [1.22, 2.44, -0.06], [2.66, 1.79, 0.74], [2.84, 2.71, -0.73], [2.94, 0.17, -1.31], [0.02, 1.02, -1.44], [-0.27, -1.02, -2.52], [1.33, -1.44, -2.44], [-1.93, 0.33, 1.86], [-1.58, -1.94, 1.68], [-2.43, -1.02, 1.63], [-2.09, 0.90, 0.94], [-0.86, 0.36, 2.07], [-2.47, 0.79, 2.68], [-1.92, -2.95, 1.52], [-0.52, -1.77, 1.90]]
}

Stability check: which of them is most stable? version P.

Version P
{
  "formula": "C5H12N2",
  "method": "the ωB97M-V functional and the def2-TZVPD basis",
  "orbital_gap_ev": 8.603,
  "total_charge": 0,
  "species": ["C", "C", "C", "H", "H", "H", "H", "H", "H", "C", "N", "N", "C", "H", "H", "H", "H", "H", "H"],
  "positions_angstrom": [[1.22, 0.30, -1.78], [0.84, 0.07, 0.83], [1.84, 0.84, 1.29], [0.93, -1.01, 0.93], [2.14, -0.25, -1.57], [1.06, 0.25, -2.87], [1.36, 1.36, -1.60], [2.78, 0.41, 1.61], [1.80, 1.91, 1.20], [-1.52, -0.35, 0.12], [-1.41, -0.49, -1.16], [-2.21, -1.23, 0.90], [-0.59, 0.59, 0.82], [-0.04, -0.17, -1.65], [-1.93, -1.23, -1.61], [-2.03, -1.26, 1.89], [-2.70, -2.00, 0.48], [-0.93, 0.72, 1.85], [-0.61, 1.55, 0.32]]
}

Version Q
{
  "formula": "C5H12N2",
  "method": "the ωB97M-V functional and the def2-TZVPD basis",
  "smiles": "C[C@@H]1CNCCN1",
  "orbital_gap_ev": 9.831,
  "total_charge": 0,
  "species": ["C", "C", "C", "C", "C", "H", "H", "H", "H", "H", "H", "H", "H", "H", "H", "H", "H", "N", "N"],
  "positions_angstrom": [[1.68, 0.10, 0.95], [1.12, 0.20, -0.55], [0.02, 1.35, -0.56], [-1.69, -0.29, 0.09], [-0.60, -1.34, 0.27], [2.52, 0.68, 1.07], [1.76, -1.03, 1.09], [0.79, 0.48, 1.47], [1.71, 0.44, -1.39], [0.55, 2.27, -0.32], [-0.51, 1.40, -1.45], [-1.69, 1.84, 0.56], [-2.70, -0.50, 0.59], [-1.96, -0.29, -1.01], [-1.00, -2.30, 0.12], [-0.16, -1.26, 1.30], [1.16, -1.75, -0.69], [-1.02, 1.05, 0.47], [0.50, -1.07, -0.83]]
}

Version R
{
  "formula": "C5H12N2",
  "method": "the ωB97M-V functional and the def2-TZVPD basis",
  "smiles": "CCCC/N=C\\N",
  "orbital_gap_ev": 9.757,
  "total_charge": 0,
  "species": ["C", "C", "C", "C", "N", "C", "N", "H", "H", "H", "H", "H", "H", "H", "H", "H", "H", "H", "H"],
  "positions_angstrom": [[2.46, 0.32, -0.57], [1.07, 0.96, -0.44], [0.38, 0.40, 0.89], [-0.12, -1.12, 0.60], [-2.52, 0.21, -0.70], [-2.52, -0.82, 0.27], [-1.56, -1.19, 0.99], [2.94, 0.42, -1.52], [3.24, 0.77, 0.15], [2.44, -0.78, -0.29], [1.22, 2.07, -0.30], [0.50, 0.72, -1.27], [-0.52, 1.11, 1.19], [1.15, 0.36, 1.68], [0.38, -1.82, 1.26], [-0.02, -1.34, -0.45], [-1.64, 0.41, -1.04], [-3.30, 0.34, -1.34], [-3.59, -1.01, 0.86]]
}

Version S
{
  "formula": "C5H12N2",
  "method": "the ωB97M-V functional and the def2-TZVPD basis",
  "smiles": "CCCC/N=C\\N",
  "orbital_gap_ev": 9.781,
  "total_charge": 0,
  "species": ["C", "C", "C", "C", "N", "C", "N", "H", "H", "H", "H", "H", "H", "H", "H", "H", "H", "H", "H"],
  "positions_angstrom": [[-0.21, -0.48, -2.99], [0.27, -0.20, -1.58], [-0.92, -0.09, -0.56], [-0.77, 1.05, 0.45], [0.47, -1.15, 2.04], [0.96, 0.15, 1.86], [0.31, 1.14, 1.35], [0.52, -0.53, -3.79], [-0.82, -1.44, -2.98], [-0.98, 0.26, -3.37], [1.04, -1.02, -1.27], [0.90, 0.74, -1.46], [-0.98, -1.03, -0.04], [-1.92, 0.06, -1.05], [-1.69, 1.34, 0.93], [-0.63, 2.08, -0.12], [0.29, -1.56, 1.25], [1.04, -1.81, 2.53], [1.78, 0.47, 2.57]]
}

Stability check: which of them is most stable? version R.

Version P
{
  "formula": "C8H18Si",
  "method": "the ωB97M-V functional and the def2-TZVPD basis",
  "smiles": "CC=[Si](CC)CC.C=C",
  "orbital_gap_ev": 8.529,
  "total_charge": 0,
  "species": ["C", "C", "C", "C", "C", "C", "C", "C", "Si", "H", "H", "H", "H", "H", "H", "H", "H", "H", "H", "H", "H", "H", "H", "H", "H", "H", "H"],
  "positions_angstrom": [[0.95, 0.15, -2.49], [-0.05, 0.63, -1.53], [-2.34, 1.94, 0.62], [2.96, 1.37, 1.32], [0.49, -2.63, 0.34], [-2.36, 0.41, 0.66], [1.70, 1.06, 1.65], [-0.86, -2.22, -0.21], [-0.99, -0.33, -0.50], [1.91, 0.20, -2.05], [0.88, 0.74, -3.35], [-0.40, 1.74, -1.60], [-2.23, 2.50, -0.30], [-3.38, 2.23, 0.97], [-1.59, 2.36, 1.25], [0.80, -0.86, -2.86], [3.10, 2.28, 0.84], [3.81, 0.74, 1.52], [0.60, -3.66, 0.32], [1.29, -2.20, -0.23], [0.66, -2.33, 1.28], [-3.34, 0.22, 0.08], [-2.43, -0.03, 1.69], [0.89, 1.57, 1.15], [1.45, 0.00, 2.09], [-1.62, -2.54, 0.49], [-0.74, -2.49, -1.30]]
}

Version Q
{
  "formula": "C8H18Si",
  "method": "the ωB97M-V functional and the def2-TZVPD basis",
  "orbital_gap_ev": [9.059, 6.110],
  "total_charge": 0,
  "species": ["C", "C", "C", "C", "C", "C", "C", "C", "Si", "H", "H", "H", "H", "H", "H", "H", "H", "H", "H", "H", "H", "H", "H", "H", "H", "H", "H"],
  "positions_angstrom": [[1.48, -0.36, 0.75], [1.90, 0.85, 0.51], [3.05, 1.32, -0.47], [1.26, 2.11, 1.21], [-2.01, -0.63, 2.01], [0.03, -0.99, -2.20], [-2.59, -1.66, 1.00], [-0.87, 0.02, -1.46], [-2.34, -1.03, -0.85], [1.67, -1.34, 0.42], [3.53, 2.14, 0.03], [3.69, 0.49, -0.67], [2.78, 1.78, -1.34], [1.10, 2.84, 0.39], [1.89, 2.40, 2.03], [0.24, 1.85, 1.56], [-1.14, -0.03, 1.52], [-2.82, 0.10, 2.14], [-1.76, -0.98, 2.96], [0.91, -0.36, -2.50], [0.44, -1.76, -1.55], [-0.48, -1.40, -3.11], [-3.61, -1.95, 1.07], [-2.05, -2.59, 1.12], [-1.28, 0.68, -2.13], [-0.36, 0.55, -0.54], [-2.68, -2.04, -1.91]]
}

Stability check: which of them is most stable? version P.

Version P
{
  "formula": "C2H2N2OS",
  "method": "the ωB97M-V functional and the def2-TZVPD basis",
  "smiles": "C1=NOC=NS1",
  "orbital_gap_ev": 8.951,
  "total_charge": 0,
  "species": ["C", "C", "H", "H", "N", "N", "O", "S"],
  "positions_angstrom": [[-1.23, -0.07, -0.72], [1.17, 0.09, 0.72], [-2.29, -0.22, -0.74], [2.10, -0.05, 1.28], [-0.90, -0.99, 0.12], [0.87, 1.13, 0.02], [0.44, -1.05, 0.60], [-0.17, 1.17, -1.27]]
}

Version Q
{
  "formula": "C2H2N2OS",
  "method": "the ωB97M-V functional and the def2-TZVPD basis",
  "orbital_gap_ev": 7.739,
  "total_charge": 0,
  "species": ["C", "C", "N", "N", "O", "S", "H", "H"],
  "positions_angstrom": [[-0.38, 1.18, -0.05], [-0.92, -0.06, -0.04], [0.96, 1.16, -0.13], [-1.36, -1.16, -0.33], [1.84, -1.29, 0.24], [2.15, 0.13, 0.07], [-0.89, 2.15, 0.07], [-1.40, -2.11, 0.17]]
}

Stability check: which of them is most stable? version Q.